Record 1
{"formula": "C3H6N2O", "method": "ωB97M-V with the def2-TZVPD basis set", "species": ["O", "N", "N", "C", "C", "C", "H", "H", "H", "H", "H", "H"], "xyz": [[1.1809, 0.8311, 1.4476], [0.5191, 1.4735, -1.8870], [0.1244, -1.5097, -0.3933], [-1.1908, -1.2114, 0.1535], [0.7472, 1.5505, -0.7555], [1.0551, 1.7445, 0.6754], [0.2176, -1.1195, -1.3251], [-1.9360, -1.8481, -0.3336], [-1.5293, -0.1650, 0.0479], [-1.2006, -1.4537, 1.2205], [0.8458, -1.0922, 0.1831], [1.1666, 2.8000, 0.9666]], "lowdin_charge": [0.08, 0.19, -0.07, -0.21, -0.15, -0.23, 0.04, 0.07, 0.06, 0.07, 0.03, 0.13], "orbital_gap_ev": 7.97, "homo_energy_ev": -9.08, "de_lowest_kcal_mol": 55.5, "smiles": "N#CC=O.CN", "multiplicity": 1}

***

Record 2
{"formula": "C40H26KN5O7S", "method": "ωB97M-V with the def2-TZVPD basis set", "species": ["K", "S", "O", "O", "O", "O", "O", "O", "O", "N", "N", "N", "N", "N", "C", "C", "C", "C", "C", "C", "C", "C", "C", "C", "C", "C", "C", "C", "C", "C", "C", "C", "C", "C", "C", "C", "C", "C", "C", "C", "C", "C", "C", "C", "C", "C", "C", "C", "C", "C", "C", "C", "C", "C", "H", "H", "H", "H", "H", "H", "H", "H", "H", "H", "H", "H", "H", "H", "H", "H", "H", "H", "H", "H", "H", "H", "H", "H", "H", "H"], "xyz": [[-0.7706, -0.2117, -0.5679], [1.0614, 4.6137, 0.4095], [-3.2139, 1.2243, -1.5982], [1.8397, -1.9493, 0.5561], [-1.3415, -3.1427, 6.6072], [-2.5411, -1.4244, 7.3656], [-5.2864, 0.4335, -2.1271], [0.3826, -2.3981, -4.7074], [-0.1772, -2.4783, -2.4966], [-1.2601, -2.0879, 1.5774], [1.0538, 2.0168, 0.5630], [-2.2723, -0.8575, -3.1393], [-1.9428, -2.0647, 6.4802], [-2.2586, 0.4996, 1.5224], [-3.0031, 1.8547, 3.8706], [3.3886, -0.2135, -1.1346], [-3.5592, -1.3052, -5.5600], [1.1831, 1.3979, -3.7440], [-2.4467, -0.1640, 5.1403], [4.2374, 0.5668, -1.8822], [-1.5990, -1.5064, 2.7570], [0.6959, 4.5697, 3.2043], [-4.0430, 0.5022, -2.2661], [-3.2330, 2.4039, 2.6221], [2.3288, -3.9156, -0.7385], [1.3952, 2.7746, -1.7907], [0.9623, 1.6087, -2.4119], [-1.1007, -3.5505, 3.9988], [-2.8868, 1.6646, 1.4677], [-1.5403, -2.1871, 4.0349], [0.4231, 3.8060, 4.3073], [-2.4751, 0.5280, 3.9393], [-0.3898, -2.2546, -3.7198], [5.3356, -1.4476, -2.7067], [2.4743, -2.4554, -0.3859], [0.9272, 2.5011, 1.8823], [2.2563, 3.5295, -3.9183], [-3.4629, -0.3460, -3.3433], [-2.2877, -1.8360, -5.3249], [-1.9739, -1.4682, 5.1793], [1.1520, 2.9847, -0.3054], [4.4182, -2.2357, -1.9912], [1.8535, 2.3350, -4.5049], [3.4291, -1.6233, -1.2000], [-4.1942, -0.5642, -4.5559], [5.1740, -0.0708, -2.7084], [-2.0947, -0.1100, 2.7011], [-0.7029, -4.1056, 2.8058], [0.4132, 2.4045, 4.2123], [0.9204, 3.9169, 1.9798], [2.0407, 3.7563, -2.5684], [0.7302, 1.7298, 3.0573], [-0.7508, -3.3295, 1.6318], [-1.7058, -1.6216, -4.0509], [0.1870, 1.8223, 5.1094], [2.6353, 0.2684, -0.4987], [2.0604, 2.0807, -5.5394], [-0.3214, -5.1186, 2.7290], [0.8481, 0.4447, -4.1527], [6.1226, -1.9134, -3.3039], [-3.1976, 2.4277, 4.7835], [0.8488, 0.6486, 3.0159], [2.7376, 4.2984, -4.5049], [4.2126, 1.6498, -1.8344], [-3.6640, 3.3918, 2.5121], [-2.7997, 0.3098, 6.0600], [-0.4456, -3.7416, 0.6845], [1.7898, -3.9390, -1.7109], [4.4576, -3.3128, -2.0995], [-5.2091, -0.1705, -4.6536], [1.7743, -4.5017, 0.0009], [0.2113, 4.2217, 5.2829], [-4.0634, -1.4590, -6.5091], [0.7236, 5.6657, 3.2306], [-3.0715, 2.0648, 0.4716], [3.2971, -4.4168, -0.8971], [-1.7717, -2.4704, -6.0504], [-1.0920, -4.1353, 4.9082], [2.3946, 4.6666, -2.0828], [5.7724, 0.5210, -3.3763]], "lowdin_charge": [0.64, 1.05, -0.12, 0.02, 0.04, 0.03, -0.07, -0.07, -0.09, 0.11, 0.08, 0.16, -0.32, 0.08, -0.01, -0.01, -0.10, -0.15, 0.06, -0.06, -0.12, -0.12, -0.65, -0.02, -0.02, -0.30, -0.11, 0.00, -0.06, -0.06, -0.12, -0.16, -0.67, -0.10, -0.36, -0.27, -0.14, -0.20, -0.02, -0.11, -0.48, -0.03, -0.12, -0.13, -0.01, -0.09, -0.14, -0.04, -0.12, -0.50, -0.12, -0.02, -0.09, -0.20, 0.10, 0.09, 0.08, 0.10, 0.08, 0.09, 0.12, 0.12, 0.07, 0.10, 0.10, 0.13, 0.11, 0.10, 0.09, 0.10, 0.07, 0.09, 0.08, 0.10, 0.10, 0.07, 0.10, 0.09, 0.07, 0.09], "orbital_gap_ev": 3.07, "homo_energy_ev": -0.80, "total_charge": -2, "de_lowest_kcal_mol": 11.4, "multiplicity": 1}

***

Record 3
{"formula": "C42H61F27N14O18S8", "method": "ωB97M-V with the def2-TZVPD basis set", "species": ["S", "S", "S", "S", "S", "S", "S", "S", "F", "F", "F", "F", "F", "F", "F", "F", "F", "F", "F", "F", "F", "F", "F", "F", "F", "F", "F", "F", "F", "F", "F", "F", "F", "F", "F", "O", "O", "O", "O", "O", "O", "O", "O", "O", "O", "O", "O", "O", "O", "O", "O", "O", "O", "N", "N", "N", "N", "N", "N", "N", "N", "N", "N", "N", "N", "N", "N", "C", "C", "C", "C", "C", "C", "C", "C", "C", "C", "C", "C", "C", "C", "C", "C", "C", "C", "C", "C", "C", "C", "C", "C", "C", "C", "C", "C", "C", "C", "C", "C", "C", "C", "C", "C", "C", "C", "C", "C", "C", "C", "H", "H", "H", "H", "H", "H", "H", "H", "H", "H", "H", "H", "H", "H", "H", "H", "H", "H", "H", "H", "H", "H", "H", "H", "H", "H", "H", "H", "H", "H", "H", "H", "H", "H", "H", "H", "H", "H", "H", "H", "H", "H", "H", "H", "H", "H", "H", "H", "H", "H", "H", "H", "H", "H", "H", "H", "H", "H", "H", "H", "H"], "xyz": [[-1.0396, 5.6918, 2.0165], [3.8894, 1.4394, -5.5053], [-5.2809, 1.4314, -4.7863], [-1.1936, -0.5462, 2.4967], [1.4112, 6.2415, 3.3148], [3.2096, -0.8873, -4.2270], [-2.6644, -2.6516, 1.3642], [-2.7694, 2.5448, -4.5998], [2.3332, 7.8973, 5.1030], [4.9425, -2.6497, 4.3035], [3.9836, -3.2802, -3.6499], [-3.4391, 4.6015, -3.1008], [-2.9419, -1.9384, -1.1648], [5.0923, -0.5027, 4.4600], [-3.5033, -4.0334, -0.6743], [-2.6416, 7.1616, 3.5715], [-2.7506, -1.0471, 4.5610], [6.5836, -1.5751, 3.4206], [0.6626, 8.5957, 3.9905], [-7.8032, 1.1788, -4.6803], [-7.0940, 2.4535, -3.0210], [-2.8962, 5.0295, 3.9530], [-1.3731, -3.3788, -0.8578], [-3.6316, 5.8246, 2.1156], [6.3119, 0.8886, -6.1290], [5.9355, 0.9461, -3.9885], [6.1989, 2.7897, -5.1155], [-7.1572, 3.3255, -4.9943], [5.5938, -2.0072, -4.2522], [-3.4121, 0.5414, 3.0924], [-1.2961, 4.2216, -3.2316], [0.2700, 7.1676, 5.5600], [-2.2935, 5.1213, -4.8988], [4.3972, -2.9427, -5.6861], [-1.8546, 0.8790, 4.6357], [-0.6143, 0.6976, 2.0143], [3.0283, -1.5101, 2.7424], [2.3491, 5.3317, 3.9531], [-1.2701, 4.4394, 1.3843], [3.1743, 2.2383, -4.5161], [-2.0907, 1.7130, -3.5832], [-4.0358, -2.5415, 1.8119], [1.8515, -1.4323, -4.3521], [4.7212, -2.3705, 1.3804], [-2.3623, 2.5065, -5.9656], [3.6567, -0.4443, -2.9205], [-0.3258, -1.4106, 3.2328], [-1.8986, -3.7282, 1.9282], [-5.2158, 0.3252, -3.8821], [1.9357, 6.8899, 2.1216], [-5.4354, 1.0989, -6.2097], [-1.0926, 6.8565, 1.1959], [3.7907, 1.8958, -6.8764], [1.9940, 3.0304, -1.2051], [-2.4623, -1.6728, -5.4597], [3.3473, -5.0026, 3.3030], [1.5160, -5.4459, 4.2672], [1.8249, 1.8812, 3.8950], [-3.7456, -1.3017, -7.1029], [-6.1419, 0.5006, 0.8780], [-4.4196, 2.5988, -4.3495], [-1.9113, -1.2550, 1.2882], [1.3055, 0.4111, 5.3907], [0.0023, 5.6601, 3.2191], [1.8635, 0.9042, -0.6514], [3.6333, -0.1469, -5.5484], [-4.5742, 1.8714, 0.2282], [-4.3820, -0.6560, -8.2921], [0.6801, 2.7955, -0.9836], [-4.9995, 0.5909, 0.2420], [-2.3705, -0.0316, 3.8069], [-3.2355, 2.3208, -0.2449], [2.6181, 4.2024, -1.8415], [-1.4177, -1.4449, -4.4893], [1.1413, -1.3047, -0.8795], [-2.7518, -0.8473, -6.4094], [5.2458, -1.5173, 3.6297], [1.1541, 7.5790, 4.6086], [1.7218, 2.5472, 5.1149], [-2.6711, -3.0159, -0.4336], [5.1969, -6.4533, 2.4224], [2.3792, -4.3583, 2.6076], [4.3538, -2.3223, -4.4967], [-4.2552, -2.4605, -6.5283], [-2.3864, 4.2399, -3.9399], [0.6389, -6.0414, 5.2165], [-6.5783, 1.8378, 1.1208], [5.9322, -2.1441, 0.6835], [5.7050, 1.5652, -5.1118], [1.6400, 0.5881, 4.1343], [-3.4405, -2.6565, -5.4504], [1.2053, -4.6249, 3.2113], [-6.7826, -0.7269, 1.1933], [2.2004, -0.4550, -0.2905], [0.5892, 1.4906, -0.6335], [-5.5946, 2.6838, 0.7279], [4.2966, -1.3967, 2.3887], [-0.9208, -2.7071, -3.7134], [-6.9829, 2.1691, -4.3455], [4.8292, -5.1061, 3.0086], [0.8699, -0.8429, 5.9764], [2.7856, -5.6593, 4.3095], [-2.6104, 6.0037, 3.0072], [2.0375, 2.5794, 2.6336], [2.6826, 1.9276, -0.9350], [1.9239, -1.9645, 5.9815], [1.2974, 1.6127, 6.0046], [-7.9246, -1.1470, 0.2127], [5.8592, -2.1348, -0.8158], [3.1981, -0.5467, -0.7028], [1.0744, 1.7975, 7.0384], [2.4127, 4.2758, -2.9075], [0.6653, -0.7366, -1.6624], [2.4622, -2.0165, 4.9873], [5.3981, -4.9844, 3.9105], [2.0080, 3.5759, 5.1768], [4.3830, -6.8845, 1.7476], [6.3540, -1.2084, 1.0531], [-1.8148, -0.7277, -3.7382], [6.8132, -1.8945, -1.2412], [1.4363, -2.2075, -1.4331], [-7.6308, -1.2252, -0.8444], [1.7948, -0.2234, 3.4283], [-2.1477, -0.0461, -6.6397], [0.6099, -7.1550, 5.0570], [-5.2850, -1.2155, -8.5899], [-2.5808, 1.4730, -0.3776], [3.7393, 4.0663, -1.7557], [-0.3065, 0.9818, -0.3092], [0.3321, -1.5256, -0.2522], [5.2636, -1.1868, -0.9658], [-5.1995, -2.9226, -6.7605], [-3.2986, 2.7754, -1.2492], [-6.0054, -1.4429, 1.3340], [6.0943, -6.3816, 1.8390], [5.0497, -4.2449, 2.4034], [-5.4427, 3.7356, 0.7783], [2.5397, -3.6266, 1.8458], [3.7524, 1.8678, -1.0469], [5.3663, -7.1671, 3.2282], [-3.3946, -3.4787, -4.7004], [2.2899, 5.1323, -1.3539], [-7.2015, -0.5647, 2.1471], [0.0737, -2.4860, -3.3184], [-8.1585, -2.1477, 0.5045], [-0.1047, 3.5056, -1.0771], [0.5744, -0.5655, 7.0123], [1.3106, 3.4134, 2.5570], [-0.7497, -3.5053, -4.4981], [1.0525, -5.8228, 6.1575], [0.2828, -4.2125, 2.9798], [2.6989, -1.9495, 6.7237], [-7.4336, 2.1072, 1.6925], [-2.6722, 2.9937, 0.4567], [2.2147, -0.5561, 0.8244], [0.0127, -1.2640, 5.3363], [1.3753, -2.8681, 6.1481], [-4.3783, -0.1704, -0.1093], [1.8438, 1.8566, 1.8818], [-3.6543, -0.6201, -9.0934], [-1.4705, -3.0409, -2.8529], [-0.5487, -1.1333, -5.0641], [4.5949, -0.3801, 1.9339], [-0.4097, -5.5731, 5.1137], [-8.8244, -0.5523, 0.3557], [3.2953, -6.1835, 5.1264], [-4.6552, 0.2888, -7.8830], [3.0724, 2.8387, 2.5762], [6.7265, -2.8703, 0.9718], [5.3452, -3.0051, -1.3156]], "lowdin_charge": [0.58, 0.62, 0.54, 0.58, 0.57, 0.62, 0.59, 0.67, 0.15, 0.11, 0.11, 0.07, 0.12, 0.15, 0.15, 0.19, 0.16, 0.12, 0.18, 0.13, 0.10, 0.07, 0.05, 0.08, 0.10, 0.15, 0.16, 0.13, 0.16, 0.08, 0.16, 0.11, 0.18, 0.13, 0.16, -0.28, -0.19, -0.33, -0.30, -0.32, -0.33, -0.29, -0.31, -0.13, -0.27, -0.31, -0.29, -0.28, -0.32, -0.29, -0.32, -0.26, -0.30, -0.07, -0.03, 0.01, -0.12, -0.03, -0.07, -0.03, -0.30, -0.28, -0.04, -0.31, -0.01, -0.29, -0.04, 0.04, -0.01, -0.01, -0.63, 0.04, 0.03, -0.13, -0.05, -0.07, -0.56, -0.70, 0.02, -0.60, -0.06, 0.01, -0.71, 0.01, -0.67, 0.00, 0.03, -0.31, -0.69, -0.05, 0.01, 0.03, -0.16, -0.15, -0.02, 0.02, -0.47, -0.06, -0.64, -0.14, -0.15, -0.06, -0.63, 0.03, -0.03, -0.05, -0.03, -0.03, -0.06, 0.09, 0.13, 0.09, 0.07, 0.07, 0.11, 0.10, 0.11, 0.11, 0.12, 0.07, 0.10, 0.09, 0.11, 0.15, 0.12, 0.11, 0.07, 0.12, 0.10, 0.04, 0.07, 0.13, 0.09, 0.09, 0.07, 0.09, 0.13, 0.13, 0.17, 0.07, 0.15, 0.10, 0.12, 0.04, 0.06, 0.12, 0.13, 0.09, 0.11, 0.07, 0.09, 0.07, 0.12, 0.09, 0.12, 0.12, 0.05, 0.14, 0.06, 0.10, 0.03, 0.12, 0.16, 0.14, 0.08, 0.19, 0.05, 0.10, 0.12, 0.10], "orbital_gap_ev": 8.28, "homo_energy_ev": -8.47, "multiplicity": 1}

***

Record 4
{"formula": "C22H42PtSi", "method": "ωB97M-V with the def2-TZVPD basis set", "species": ["Pt", "Si", "C", "C", "C", "C", "C", "C", "C", "C", "C", "C", "C", "C", "C", "C", "C", "C", "C", "C", "C", "C", "C", "C", "H", "H", "H", "H", "H", "H", "H", "H", "H", "H", "H", "H", "H", "H", "H", "H", "H", "H", "H", "H", "H", "H", "H", "H", "H", "H", "H", "H", "H", "H", "H", "H", "H", "H", "H", "H", "H", "H", "H", "H", "H", "H"], "xyz": [[0.2561, -0.2140, -0.0720], [-2.0261, -0.9705, 0.1916], [-1.9217, -1.4919, -2.6362], [-3.4083, 1.1303, -1.1698], [-2.4148, -2.1274, -1.3261], [1.9899, 0.7092, -1.3768], [1.2368, 1.7348, -0.7050], [0.4668, 2.8437, -1.3440], [-2.1003, -1.0318, 3.0476], [-2.6890, 1.6874, 1.0901], [-3.3387, -2.8905, 1.9723], [-4.6625, 0.2108, 0.7601], [2.6837, -0.1217, 2.2215], [2.0920, 0.4770, -2.8474], [-2.1058, -1.9891, 1.8496], [-3.8954, -2.4886, -1.4799], [3.4591, -1.2934, -0.6989], [2.2631, 0.4071, 0.8908], [0.9206, 2.4502, 1.7873], [2.6196, -0.0960, -0.3921], [1.4105, 1.5500, 0.7002], [-0.8500, -2.8582, 2.0071], [-1.6261, -3.4367, -1.1841], [-3.2590, 0.5448, 0.2411], [-3.0240, -0.4614, 3.1321], [-5.1372, -0.5918, 0.1925], [-4.6552, -0.0841, 1.8106], [-1.2645, -0.3275, 2.9939], [1.0482, 3.7698, -1.3629], [4.3569, -1.0056, -1.2519], [3.7785, -1.8056, 0.2068], [1.8155, -0.5472, -3.1040], [-2.4214, -0.5575, -2.8777], [-2.5622, 1.4288, 2.1381], [-4.5091, -1.6194, -1.7201], [-0.8862, -3.3789, 2.9719], [-1.7248, -4.0233, -2.1048], [-0.8479, -1.2904, -2.5910], [0.5364, 1.8774, 2.6318], [-1.7166, 1.9986, 0.7055], [-2.4347, 1.3469, -1.6185], [3.1173, 0.6340, -3.1932], [-4.3065, -2.9512, -0.5804], [-3.9556, 0.4705, -1.8422], [-3.3669, 2.5484, 1.0420], [1.4447, 1.1486, -3.4082], [0.0539, -2.2426, 1.9900], [-3.3441, -3.6876, 1.2267], [-5.3047, 1.0960, 0.6780], [-3.3448, -3.3699, 2.9587], [0.1207, 3.0979, 1.4335], [-3.9675, 2.0720, -1.1148], [-2.0998, -2.1871, -3.4658], [-4.0125, -3.2048, -2.3021], [-1.9894, -1.6109, 3.9721], [3.4729, 0.4955, 2.6598], [-1.9889, -4.0575, -0.3636], [1.8447, -0.1278, 2.9184], [2.9126, -2.0100, -1.3144], [-0.5604, -3.2477, -1.0248], [-0.7498, -3.6134, 1.2295], [1.7285, 3.0896, 2.1546], [3.0586, -1.1412, 2.1448], [-0.4582, 3.0406, -0.8022], [-4.2716, -2.3332, 1.8723], [0.1981, 2.5953, -2.3698]], "lowdin_spin": [0.97, 0.09, 0.01, 0.00, 0.03, 0.14, 0.13, 0.02, 0.00, 0.00, 0.00, 0.00, 0.02, 0.03, 0.02, 0.00, 0.02, 0.14, 0.02, 0.10, 0.13, 0.02, 0.01, 0.00, 0.00, 0.00, 0.00, 0.00, 0.01, 0.01, 0.00, 0.01, 0.00, 0.00, 0.00, 0.00, 0.00, 0.01, 0.00, 0.00, 0.00, 0.01, 0.00, 0.00, 0.00, 0.00, 0.02, 0.00, 0.00, 0.00, 0.00, 0.00, 0.00, 0.00, 0.00, 0.01, 0.00, 0.00, 0.00, 0.01, 0.00, 0.01, 0.00, 0.00, 0.00, 0.00], "orbital_gap_ev": [7.58, 6.95], "homo_energy_ev": [-7.21, -7.62], "de_lowest_kcal_mol": 1.0, "multiplicity": 3}

***

Record 5
{"formula": "C10H18N2O3Si", "method": "ωB97M-V with the def2-TZVPD basis set", "species": ["Si", "O", "O", "O", "N", "N", "C", "C", "C", "C", "C", "C", "C", "C", "C", "C", "H", "H", "H", "H", "H", "H", "H", "H", "H", "H", "H", "H", "H", "H", "H", "H", "H", "H"], "xyz": [[-0.1125, -0.5118, 0.2201], [1.1727, -0.8600, 1.2195], [0.0898, -1.3426, -1.3091], [-0.0564, 1.1728, 0.1263], [2.4181, 0.5939, -0.9399], [-6.2335, 0.5769, 0.4508], [1.9722, 2.0277, -0.5392], [0.5300, -0.4129, -2.3253], [2.3884, -1.3440, 0.6689], [-3.0206, -0.2116, 0.7087], [0.9885, 1.9374, 0.6299], [1.9838, -0.0073, -2.1790], [-5.4080, -0.0019, 0.9880], [3.1964, -0.1513, 0.0490], [-4.2832, -0.6786, 1.4684], [-1.7763, -0.9483, 1.1825], [-4.0588, -0.6601, 2.5354], [2.8051, 2.7264, -0.3947], [-4.4631, -1.7382, 1.2508], [-0.1205, 0.4105, -2.2390], [3.0373, -1.7472, 1.4546], [-1.7157, -0.6493, 2.2974], [-1.8872, -2.0534, 1.1212], [-2.8135, 0.8620, 0.7320], [0.3743, -0.9802, -3.2154], [2.1969, -2.3149, 0.1013], [-3.1648, -0.3832, -0.3692], [4.1349, -0.5977, -0.4803], [1.4524, 1.4949, 1.5707], [1.3648, 2.4321, -1.3411], [0.5199, 2.8460, 0.8784], [3.5007, 0.5301, 0.8125], [2.3564, 0.8222, -2.8934], [2.6312, -0.8382, -2.2406]], "lowdin_charge": [0.49, -0.17, -0.17, -0.18, -0.19, 0.16, -0.09, -0.21, -0.22, -0.28, -0.24, -0.17, -0.27, -0.15, -0.20, -0.20, 0.12, 0.11, 0.13, 0.09, 0.11, 0.11, 0.08, 0.11, 0.11, 0.13, 0.12, 0.14, 0.14, 0.11, 0.10, 0.11, 0.15, 0.10], "orbital_gap_ev": 9.03, "homo_energy_ev": -8.27, "de_lowest_kcal_mol": 28.1, "smiles": "N#CCCC[Si]12OCCN(CCO1)CCO2", "multiplicity": 1}

***

| no. | DFT total energy (eV) |
| --- | --- |
| 1 | -8234.2922 |
| 2 | -90845.1943 |
| 3 | -262306.9920 |
| 4 | -34619.5546 |
| 5 | -27663.6724 |